Below is C26H39BeBr5CaClFN4NaO4S as an isolated structure in a non-equilibrium geometry, with properties calculated with ωB97M-V/def2-TZVPD.

Computed properties:
highest occupied orbital energy = -7.640 eV
total charge = +1
LUMO level = -6.586 eV
molecular weight = 1029.74 g mol⁻¹

Each line ends with the Löwdin charge.
Atoms and positions in Å:
C1 -2.780112 -5.023652 -0.402622  -0.12
C2 -2.295427 -3.704154 -0.909917  -0.73
Br1 -0.454597 -3.637750 -1.374085  0.72
C3 -3.011192 -2.594727 -1.063817  -0.70
Br2 -2.334563 -0.982405 -1.759238  0.83
C4 -4.439300 -2.606860 -0.676952  -0.26
C5 -4.818686 -1.799371 0.448741  -0.03
N1 -6.019670 -1.733120 0.931464  0.16
C6 -6.906957 -2.517501 0.253573  -0.19
C7 -8.234256 -2.536182 0.674167  0.01
C8 -9.174003 -3.291965 0.016529  -0.24
C9 -8.833698 -4.057928 -1.124834  -0.12
C10 -7.531634 -4.049426 -1.534676  0.02
C11 -6.547774 -3.288738 -0.870775  -0.15
N2 -5.270553 -3.344747 -1.352094  0.23
H1 -3.707840 -4.953207 0.162784  0.07
H2 -2.030655 -5.425384 0.277034  0.07
H3 -2.965049 -5.708489 -1.229593  0.09
H4 -4.043796 -1.218028 0.933923  0.13
H5 -8.509585 -1.954240 1.543212  0.13
H6 -10.192293 -3.288073 0.356107  -0.01
H7 -9.538165 -4.663949 -1.682478  0.10
H8 -7.220712 -4.636555 -2.387476  0.13
O1 -6.049444 1.384696 1.241879  -0.53
S1 -5.864588 1.362641 -0.240007  0.24
O2 -5.797376 2.736297 -0.737077  -0.35
O3 -7.017638 0.644908 -0.848171  -0.40
O4 -4.615077 0.635691 -0.549617  -0.43
C12 6.598359 -2.726516 0.918021  -0.10
C13 6.279931 -1.588902 -0.051320  -0.25
C14 5.702214 -0.349744 0.633366  -0.19
C15 4.322041 -0.463966 1.267887  -0.10
N3 3.183496 -0.912875 0.384115  -0.24
C16 1.871611 -0.248476 0.873661  -0.37
C17 1.874888 1.097971 0.188509  -0.16
C18 2.450097 0.812187 -1.198749  -0.13
C19 3.272353 -0.472637 -1.063146  -0.08
C20 3.004332 -2.387761 0.483528  0.01
H9 5.732862 -3.011166 1.519196  0.06
H10 6.923479 -3.610313 0.369030  0.08
H11 7.401390 -2.442476 1.599448  0.08
H12 5.618009 -1.954649 -0.839090  0.09
H13 7.203044 -1.297885 -0.556995  0.11
H14 5.700843 0.486121 -0.071224  0.08
H15 6.392381 -0.045420 1.426604  0.13
H16 4.047447 0.516325 1.654857  0.13
H17 4.342384 -1.141569 2.120538  0.13
H18 1.005909 -0.866222 0.524886  -0.10
H19 1.882876 -0.203645 1.951675  0.05
H20 2.513708 1.810615 0.719467  0.11
H21 0.877014 1.527281 0.147107  0.12
H22 3.061194 1.639982 -1.553167  0.08
H23 1.657082 0.666096 -1.931377  0.12
H24 4.303214 -0.331842 -1.366018  0.10
H25 2.845308 -1.267305 -1.670740  0.13
H26 2.859522 -2.649367 1.528485  0.12
H27 3.882822 -2.885487 0.080432  0.09
H28 2.127364 -2.669488 -0.092349  0.06
Na1 -6.648462 0.456387 2.772174  0.67
Be1 -10.825605 -2.307634 -0.863432  0.35
C21 9.018333 3.517891 -1.842884  -0.25
C22 8.216830 4.254843 -0.757521  -0.33
C23 7.114433 3.365890 -0.160647  -0.18
C24 6.160297 2.963413 -1.197564  -0.23
N4 5.423132 2.650283 -2.014434  0.17
H29 8.380142 3.229821 -2.676302  0.08
H30 9.903424 4.124160 -2.317869  -0.08
H31 9.448828 2.615244 -1.382038  0.09
H32 7.773207 5.152084 -1.165765  0.05
H33 8.892619 4.567555 0.039086  0.11
H34 6.577102 3.909686 0.616764  0.12
H35 7.540122 2.466389 0.289362  0.11
Br3 -2.546774 6.372412 3.113645  0.97
C25 -3.234492 5.175261 1.738006  -0.60
C26 -4.567715 5.633447 1.211062  -0.66
Br4 -6.006189 5.235493 2.452500  0.63
H36 -3.272900 4.182735 2.181493  0.07
H37 -2.486941 5.191435 0.948471  0.07
H38 -4.817544 5.084530 0.303430  0.06
H39 -4.606704 6.700693 1.015898  0.06
Br5 -0.435390 -0.956716 1.821737  -0.03
F1 -3.226268 8.616381 3.314567  -0.54
Ca1 -13.222894 -3.042183 -1.220165  1.27
Cl1 9.599557 5.769212 -2.623508  0.24

Atomic forces in eV per Å
0.0889 0.0151 0.2605
0.3172 0.3669 -0.1897
-0.1059 -0.4209 0.0303
0.1353 -0.1221 -0.1182
-0.3075 -0.2245 0.1651
0.4907 0.3483 -0.5809
0.4173 1.2787 0.5082
-0.1319 -0.8151 0.0829
-0.2908 0.3830 0.0973
-0.0928 0.3653 0.5305
-0.3647 0.7529 -1.4523
-0.0565 0.0304 -0.2801
0.1903 -0.0605 -0.2420
-0.1667 -0.3491 -0.3601
-0.3083 0.1925 0.4729
-0.0454 0.2260 -0.0510
0.0233 -0.2161 -0.1304
0.2160 -0.0958 -0.0061
0.0757 -0.0348 -0.0280
0.0260 0.0865 -0.0286
-0.8297 -0.7214 1.2631
-0.1835 -0.0365 0.2158
0.0708 0.0239 -0.0316
0.3641 0.6395 -0.5396
-0.0841 0.5234 -1.1005
0.0178 -0.0260 0.1239
-0.1929 -0.3759 0.3143
-0.0136 -0.3904 0.1938
-0.0113 0.0293 -0.1108
0.0952 -0.1717 0.2219
0.0840 0.0773 -0.3686
0.2459 0.2123 0.0424
-0.2400 0.0878 -0.0345
1.2386 0.2660 -1.3979
0.2677 0.1017 0.0845
-0.0209 0.2435 -0.1754
-0.0513 0.1848 -0.1435
0.2017 0.0197 -0.1193
0.0149 -0.0143 0.0158
0.0201 -0.0247 0.0562
-0.0291 0.0017 0.0337
-0.0247 0.0599 -0.0091
-0.0318 0.0364 -0.0303
-0.0507 -0.0230 -0.0201
-0.1141 -0.0339 0.1092
-0.0320 0.0017 -0.0371
-0.1129 -0.0666 -0.0482
1.5353 0.3991 -0.1650
0.1814 -0.2618 0.0573
-0.0452 0.0233 0.0082
-0.0594 -0.1216 0.0940
0.0559 -0.0622 -0.0357
-0.0348 -0.0567 0.0572
0.0370 -0.0754 0.0971
0.0314 -0.0954 0.1086
-0.0737 -0.0255 -0.0151
0.0166 -0.0303 0.0654
-0.0665 0.0256 0.0809
-0.1748 -0.7600 1.0032
2.6138 -0.0610 0.2161
-0.6454 -1.0267 0.8143
0.2632 -0.3774 -0.1226
0.2089 0.0905 -0.1509
0.3068 0.0929 0.5693
-0.3913 -0.2490 -0.3669
0.0768 0.0494 -0.0952
-0.5668 -0.8266 0.6423
0.2904 0.0509 -0.2276
-0.1907 0.0315 0.0344
-0.0564 -0.0120 0.0560
-0.0417 -0.0303 0.0056
-0.0561 -0.0326 -0.0008
-0.1239 0.8623 0.4491
0.0116 0.1417 -0.4899
-0.3508 -0.2111 -0.1255
0.0237 0.0972 0.0895
-0.0609 0.0368 0.1404
-0.0190 0.0599 -0.0098
0.0653 -0.1518 0.0408
0.0885 0.0157 0.0691
-3.2462 -0.7518 1.5579
0.2513 -1.1090 -0.2480
-1.3265 -0.1700 -0.3064
0.7641 2.1901 -1.0857